Computed, not measured: the molecule C4H11N2 at a distorted geometry, with the ωB97M-V functional and the def2-TZVPD basis.

Computed properties:
- frontier orbital gap (alpha / beta) (eV) = 4.9 / 8.5
- LUMO energy (alpha / beta) (eV) = 1.05 / 0.69
- DFT total energy (Ha) = -268.36653
- multiplicity = 2
- energy relative to the best compared isomer or geometry (same formula, charge and spin) (kcal per mole) = 49.6

Geometry (Å):
C -1.7547 0.1562 -1.2772
C -0.8632 1.1422 -0.5059
C 0.2114 0.4455 0.2768
C 1.4907 0.1189 -0.1044
N 2.3519 -0.6610 0.7510
N -0.3096 -0.5532 1.3614
H -1.6944 -0.8459 -0.8974
H -2.7977 0.4583 -1.2561
H -1.4878 0.1980 -2.3342
H -0.2264 1.7012 -1.2035
H -1.3379 1.8777 0.1149
H 1.7648 0.1654 -1.1634
H 2.6456 -1.5071 0.3257
H 3.1543 -0.1332 1.0758
H -0.8155 -0.2267 2.1770
H -0.9206 -1.3485 1.0273
H 0.5891 -0.9878 1.6322

Atoms 1-6, force components in eV/Å:
-0.432 1.331 -0.413
1.984 -0.833 -0.395
-0.706 0.282 2.150
0.213 -0.703 -1.532
-0.734 0.870 0.751
-0.190 -0.696 -0.691